ORCA calculation (ωB97M-V/def2-TZVPD) on a 3-piece molecular cluster, C22H28F3N4O11PS overall at a distorted geometry.

Structure (XYZ):
```
70
Properties=species:S:1:pos:R:3:nbo_charge:R:1
S 2.4603 2.5877 -1.3188 -0.026
P -2.7625 0.7668 -0.3299 2.150
F 1.1126 -4.9547 0.4525 -0.378
F 1.9114 4.5543 4.6653 -0.320
F -3.7405 2.5965 -4.7275 -0.328
O -3.6594 0.1754 -1.6373 -0.972
O -3.3309 -1.8815 0.9014 -0.692
O -4.3143 3.8198 -2.9271 -0.507
O 4.4785 2.8984 1.4615 -0.585
O -2.2287 -5.7849 -1.0675 -0.577
O 3.4665 3.5931 3.3545 -0.479
O 2.9071 4.5239 1.3814 -0.475
O -4.9016 5.6475 -1.7361 -0.539
O -2.1612 2.2915 -0.7188 -0.957
O -3.5373 -3.9621 -1.2553 -0.714
O -5.1467 5.6360 -3.9756 -0.474
N 5.4671 -1.0352 -2.2127 -0.836
N -3.7213 0.9637 0.9096 -1.326
N 2.2980 -1.2579 0.2112 -0.403
N 0.4066 0.9683 -0.6179 -0.392
C -1.5829 -4.1994 1.7129 -0.431
C -1.4525 -0.4765 0.1182 -0.463
C -4.7448 4.7139 -4.9839 -0.132
C -4.7970 5.0922 -2.7784 0.961
C 3.6889 3.6050 2.0125 0.979
C 2.7252 -0.0664 -0.2682 0.187
C -4.6973 3.4188 -4.2293 0.442
C 2.7633 4.7867 3.6397 0.443
C 4.8105 0.2663 -1.8547 -0.225
C 0.9115 -1.3576 0.3185 0.172
C 1.3812 -3.8007 1.2615 0.169
C 1.7565 1.0088 -0.6805 0.086
C -1.0629 -2.8741 1.0902 -0.035
C -2.8913 -4.7825 1.0409 -0.512
C -2.8290 -4.8988 -0.5090 0.794
C 2.0193 5.0509 2.3654 -0.133
C -1.9557 -1.7339 0.6976 0.360
C 1.3841 -4.1350 2.8099 -0.440
C 0.3783 -2.6452 0.8795 -0.022
C 2.8742 -4.4049 3.3158 -0.615
C 0.0274 -0.2570 -0.0800 0.129
C 4.2831 0.1303 -0.3716 -0.475
H 0.9690 -3.2499 3.3535 0.221
H -5.4613 4.6931 -5.8042 0.211
H -1.8568 -3.9630 2.7869 0.234
H 4.7143 -1.7287 -2.2067 0.351
H 1.8373 6.1122 2.2013 0.212
H 3.5688 -3.5651 3.0595 0.211
H 3.2754 -5.3840 2.9356 0.214
H -3.7197 1.9512 1.1795 0.381
H -3.5351 -4.3118 -2.1722 0.499
H 2.4430 -3.5209 1.0070 0.213
H 3.4710 5.5711 3.9199 0.156
H -3.0392 -5.8176 1.4645 0.242
H -2.8934 2.7466 -1.2043 0.509
H 3.6033 2.8110 -0.5939 0.171
H -3.7682 5.0064 -5.3769 0.206
H -3.1404 0.3403 -2.4512 0.494
H 4.5019 1.0520 0.2380 0.253
H -0.8303 -5.0201 1.7638 0.250
H 2.8385 -4.4839 4.4378 0.211
H 0.8319 -5.0935 3.0143 0.223
H -5.6518 2.8888 -4.1841 0.162
H -3.7645 -4.1763 1.4150 0.251
H -3.7647 -1.8961 0.0210 0.508
H 4.0267 0.5874 -2.5870 0.189
H 1.0663 4.5190 2.3160 0.216
H 5.6574 1.0157 -1.8228 0.195
H 4.7901 -0.7298 0.1313 0.251
H 5.8372 -0.9412 -3.1614 0.356
```

- gap between HOMO and LUMO (eV) = 7.50
- M (g mol⁻¹) = 644.52
- structure (SMILES) = CC[C@@H](F)c1c(CCC(=O)O)c(O)c(P(=N)(O)O)c2nc(S)c(CCN)nc12.O=C1OC[C@@H](F)O1.O=C1OC[C@@H](F)O1
- net charge = 0


ORCA calculation (ωB97M-V/def2-TZVPD) on an isolated ion of composition C4H11N2 and charge +1 at a distorted geometry.

Structure (XYZ):
```
17
Properties=species:S:1:pos:R:3:nbo_charge:R:1
N 1.4307 -0.4511 -0.6890 -0.298
N 0.1681 1.6588 -0.4000 -0.456
C 0.2970 -1.2530 -0.8790 -0.338
C -0.4594 -1.3217 0.4762 -0.390
C -0.3894 1.2972 0.8574 -0.286
C -1.1532 -0.0328 0.8092 -0.434
H -1.2090 -2.0636 0.1552 0.246
H -1.9694 0.1393 0.0939 0.225
H 2.1907 -0.7400 -1.3177 0.386
H 0.3918 1.1337 1.6490 0.258
H 0.1958 -1.6702 1.2825 0.236
H 0.5973 -2.2947 -1.0617 0.278
H -0.3802 -0.9801 -1.7081 0.298
H 0.6544 2.5544 -0.4382 0.407
H -1.6534 -0.2587 1.7673 0.253
H 0.7727 0.7992 -0.7892 0.334
H -1.0706 2.0431 1.2838 0.282
```

- relative energy (zero: lowest compared OMol25 entry of this formula, charge and spin) (eV) = 6.379
- gap between HOMO and LUMO (eV) = 6.00
- M (g mol⁻¹) = 87.15
- net charge = +1


ORCA calculation (ωB97M-V/def2-TZVPD) on C3H2FN in the gas phase at a distorted geometry.

Structure (XYZ):
```
7
Properties=species:S:1:pos:R:3:nbo_charge:R:1
F 1.0198 -1.1599 -0.0332 -0.277
N -2.1095 0.0051 -0.0820 -0.243
C -0.9677 0.0374 0.1562 0.186
C 0.4136 -0.0187 0.0050 0.279
C 1.0546 1.1438 0.0400 -0.409
H 2.1482 1.3142 -0.0696 0.228
H 0.4370 2.1141 -0.2652 0.235
```

- relative energy (zero: lowest compared OMol25 entry of this formula, charge and spin) (eV) = 0.842
- gap between HOMO and LUMO (eV) = 10.59
- M (g mol⁻¹) = 71.05
- structure (SMILES) = C=C(F)C#N
- net charge = 0


ORCA calculation (ωB97M-V/def2-TZVPD) on C5H12N2 in the gas phase at a distorted geometry.

Structure (XYZ):
```
19
Properties=species:S:1:pos:R:3:nbo_charge:R:1
N -2.1691 0.7888 -0.6987 -0.837
N 0.0214 -1.9455 1.1317 -0.858
C 2.1941 -1.2652 0.3613 -0.509
C -0.0915 1.9534 0.0687 -0.630
C 0.9340 -1.1939 0.2871 0.206
C 0.0944 -0.4214 -0.7326 -0.451
C -0.8287 0.6122 -0.0966 -0.034
H 0.6317 0.1695 -1.5193 0.206
H 0.7098 2.0629 0.8968 0.220
H 0.3148 -2.7759 1.4903 0.378
H -0.9969 -1.7241 1.1343 0.392
H -1.1649 0.2250 0.9759 0.174
H 2.8947 -0.8578 -0.3514 0.202
H -2.4643 1.7719 -0.3242 0.353
H 0.4806 2.0466 -0.8227 0.203
H -0.7567 2.7094 0.3419 0.203
H -0.4782 -1.1544 -1.2574 0.225
H 2.8605 -1.9034 0.8751 0.206
H -2.1858 0.9016 -1.7603 0.352
```

- relative energy (zero: lowest compared OMol25 entry of this formula, charge and spin) (eV) = 2.267
- gap between HOMO and LUMO (eV) = 9.49
- M (g mol⁻¹) = 100.16
- structure (SMILES) = C=C(N)C[C@@H](C)N
- net charge = 0


ORCA calculation (ωB97M-V/def2-TZVPD) on C4H4O5Tm as an isolated structure at a distorted geometry.

Structure (XYZ):
```
14
Properties=species:S:1:pos:R:3:nbo_charge:R:1
Tm -1.7333 -0.4217 -2.1772 0.981
O -2.1274 0.9241 2.4731 -0.452
O 2.5400 1.6090 0.2557 -0.631
O -3.0111 0.3317 0.4132 -0.597
O 0.4775 0.8686 -0.2325 -0.478
O 1.5048 2.1725 -1.6619 -0.723
C 0.4316 -1.4560 0.3469 -0.661
C -2.5549 0.6102 1.4475 1.053
C 0.3708 -0.4635 -0.8068 -0.267
C 1.5629 1.6660 -0.5139 0.917
H -0.4597 -1.3955 0.9934 0.193
H 1.3284 -1.2971 0.9732 0.256
H 1.2405 -0.6674 -1.4527 0.195
H 0.4300 -2.4810 -0.0579 0.214
```

- relative energy (zero: lowest compared OMol25 entry of this formula, charge and spin) (eV) = 3.146
- gap between HOMO and LUMO (alpha / beta) (eV) = 6.13 / 5.66
- M (g mol⁻¹) = 301.00
- net charge = 0
- spin multiplicity = 4


ORCA calculation (ωB97M-V/def2-TZVPD) on a 2-piece molecular cluster, C5H8O2 overall at a distorted geometry.

Structure (XYZ):
```
15
Properties=species:S:1:pos:R:3:nbo_charge:R:1
O -0.2511 0.8786 -2.0301 -0.518
O 1.5542 -2.4655 2.9074 -0.943
C -1.7817 -0.3507 -0.5799 -0.046
C 1.0103 1.2129 -1.4623 -0.043
C -0.8314 0.7556 -0.6658 0.021
C -2.5471 -1.2791 -0.4967 -0.195
C 0.4728 0.8986 0.0276 -0.440
H -1.4123 1.7000 -0.5697 0.203
H 0.8832 0.0309 0.5030 0.207
H -3.2468 -2.1151 -0.4690 0.245
H 0.7872 -1.9801 3.3500 0.475
H 1.2556 2.2940 -1.6112 0.170
H 1.8327 0.5630 -1.6465 0.177
H 0.4772 1.8118 0.6284 0.216
H 1.7971 -1.9550 2.1148 0.470
```

- relative energy (zero: lowest compared OMol25 entry of this formula, charge and spin) (eV) = 3.954
- gap between HOMO and LUMO (eV) = 10.52
- M (g mol⁻¹) = 100.12
- structure (SMILES) = C#C[C@H]1CCO1.O
- net charge = 0


What is the net charge in the second record?
+1


The lowest M belongs to which entry?
C3H2FN